# 1
This record from the OMol25 dataset describes a molecular structure, C21H20N2O7S5Se2W. The level of theory is wB97M-V/def2-TZVPD.

Each line ends with the natural charge from an NBO analysis.
Element x y z (Å)
W 0.724 0.124 0.489  1.045
O 4.318 -3.796 -2.738  -0.629
C 3.508 -2.963 -2.065  0.373
C 2.124 -2.933 -2.267  -0.272
C 1.388 -2.041 -1.528  0.138
N 1.969 -1.221 -0.667  -0.470
C 3.274 -1.257 -0.436  0.135
C 4.095 -2.121 -1.119  -0.241
C 3.670 -0.336 0.685  0.763
O 4.805 -0.222 1.056  -0.537
O 2.634 0.332 1.163  -0.704
C -0.110 -1.883 -1.526  0.781
O -0.811 -2.401 -2.349  -0.546
O -0.507 -1.034 -0.590  -0.691
H 3.815 -4.332 -3.361  0.492
H 1.620 -3.587 -2.967  0.250
H 5.155 -2.149 -0.913  0.267
S 2.085 -2.107 7.346  -0.007
C 1.660 -1.627 5.850  -0.567
S 1.576 -2.704 4.483  0.475
C 1.067 -1.517 3.312  -0.432
C 0.960 -0.244 3.749  -0.439
S 0.373 1.014 2.722  0.197
S 1.300 0.026 5.436  0.484
S 0.569 -1.962 1.735  0.104
O -1.242 4.649 -3.043  -0.728
C -0.610 5.015 -1.827  -0.046
C -0.093 3.745 -1.132  -0.140
C 0.459 4.225 0.211  -0.060
O 1.394 3.289 0.719  -0.725
C -1.261 2.746 -1.057  -0.571
Se -1.326 1.633 0.534  0.199
C 1.016 3.162 -1.993  -0.544
Se 1.563 1.307 -1.669  0.045
H -1.572 5.440 -3.476  0.478
H -1.320 5.518 -1.157  0.167
H 0.229 5.696 -2.014  0.168
H -0.364 4.398 0.914  0.182
H 0.963 5.186 0.041  0.168
H 1.726 3.607 1.565  0.488
H -1.260 2.093 -1.927  0.240
H -2.215 3.274 -1.046  0.233
H 1.925 3.760 -1.926  0.228
H 0.681 3.156 -3.029  0.243
N -1.842 -3.753 0.336  -0.816
C -2.889 -2.821 0.388  0.177
C -3.695 -2.600 -0.726  -0.263
C -4.689 -1.636 -0.687  -0.185
C -4.901 -0.883 0.457  -0.279
C -4.095 -1.100 1.567  -0.124
C -3.094 -2.055 1.539  -0.299
H -1.940 -4.429 -0.407  0.378
H -1.649 -4.203 1.217  0.377
H -3.523 -3.171 -1.630  0.213
H -5.303 -1.473 -1.564  0.209
H -5.676 -0.129 0.482  0.209
H -4.235 -0.505 2.461  0.201
H -2.420 -2.200 2.376  0.208

- multiplicity = 1
- orbital gap (alpha / beta) (eV) = 5.8 / 5.8


# 2
This record from the OMol25 dataset describes C4H7NO in the gas phase at a distorted geometry. The level of theory is wB97M-V/def2-TZVPD.

Each line ends with the natural charge from an NBO analysis.
Element x y z (Å)
C -1.837 -0.710 0.169  -0.622
C -0.648 0.029 -0.405  -0.073
O 0.111 0.523 0.693  -0.514
C 1.403 0.927 0.358  -0.159
C 2.240 -0.214 -0.087  0.242
N 2.852 -1.128 -0.444  -0.308
H -2.439 -0.045 0.795  0.215
H -2.468 -1.106 -0.632  0.215
H -1.489 -1.544 0.786  0.218
H -0.960 0.867 -1.047  0.167
H -0.032 -0.650 -1.012  0.178
H 1.849 1.358 1.259  0.234
H 1.417 1.693 -0.433  0.205

- multiplicity = 1
- orbital gap (eV) = 11.7
- structure (SMILES) = CCOCC#N


# 3
This record from the OMol25 dataset describes C20H30N2O4S in the gas phase at a distorted geometry. The level of theory is wB97M-V/def2-TZVPD.

Each line ends with the natural charge from an NBO analysis.
Element x y z (Å)
C -6.673 -1.102 0.180  -0.632
C -5.188 -1.093 -0.004  0.015
C -4.356 -1.722 0.917  -0.214
C -2.984 -1.732 0.740  -0.172
C -2.440 -1.109 -0.367  -0.369
S -0.664 -1.047 -0.560  2.350
O -0.096 -2.237 0.021  -0.967
O -0.362 -0.749 -1.929  -0.933
N -0.158 0.225 0.363  -0.691
C 0.209 -0.007 1.743  -0.316
C 1.740 -0.102 1.846  0.677
O 2.417 0.778 2.340  -0.636
N 2.221 -1.239 1.323  -0.631
C 3.626 -1.445 1.080  -0.255
C 3.938 -1.600 -0.425  0.094
C 3.383 -0.447 -1.262  -0.436
C 4.459 0.620 -1.062  -0.447
C 5.734 -0.220 -0.884  -0.073
O 5.335 -1.564 -0.637  -0.526
C -0.445 1.561 -0.120  -0.052
C -1.673 2.191 0.546  -0.413
C -1.979 3.538 -0.102  -0.395
C -0.779 4.472 0.027  -0.397
C 0.455 3.844 -0.612  -0.395
C 0.763 2.489 0.019  -0.410
C -3.247 -0.486 -1.299  -0.124
C -4.618 -0.480 -1.116  -0.233
H -6.935 -1.163 1.233  0.220
H -7.100 -1.970 -0.323  0.228
H -7.124 -0.211 -0.249  0.221
H -4.788 -2.209 1.779  0.218
H -2.332 -2.233 1.438  0.233
H -0.147 0.806 2.377  0.227
H -0.237 -0.947 2.070  0.229
H 1.567 -1.868 0.868  0.428
H 3.974 -2.340 1.605  0.202
H 4.154 -0.578 1.484  0.228
H 3.579 -2.575 -0.768  0.188
H 3.334 -0.751 -2.308  0.215
H 2.390 -0.137 -0.946  0.225
H 4.253 1.202 -0.163  0.214
H 4.537 1.301 -1.906  0.217
H 6.350 -0.226 -1.789  0.177
H 6.348 0.140 -0.051  0.175
H -0.653 1.418 -1.186  0.227
H -1.476 2.347 1.609  0.196
H -2.532 1.521 0.456  0.213
H -2.855 3.985 0.373  0.210
H -2.211 3.387 -1.159  0.193
H -1.000 5.428 -0.451  0.209
H -0.582 4.663 1.084  0.196
H 1.314 4.506 -0.491  0.214
H 0.281 3.711 -1.683  0.194
H 1.013 2.616 1.073  0.218
H 1.624 2.036 -0.474  0.219
H -2.788 -0.025 -2.160  0.232
H -5.254 0.003 -1.843  0.217

- multiplicity = 1
- orbital gap (eV) = 9.5
- structure (SMILES) = Cc1ccc(S(=O)(=O)N(CC(=O)NC[C@H]2CCCO2)C2CCCCC2)cc1


# 4
This record from the OMol25 dataset describes a molecular structure, C8H24O4 at a distorted geometry. The level of theory is wB97M-V/def2-TZVPD.

Each line ends with the natural charge from an NBO analysis.
Element x y z (Å)
C 2.764 -0.438 0.425  -0.632
C 2.713 -1.463 1.667  -0.042
O 3.961 -1.341 2.238  -0.730
H 1.992 -0.752 -0.277  0.242
H 3.688 -0.579 -0.136  0.193
H 2.621 0.619 0.650  0.192
H 2.712 -2.476 1.263  0.145
H 1.856 -1.381 2.334  0.156
H 4.306 -2.215 2.439  0.463
C 0.556 0.426 -1.776  -0.623
C -0.527 0.014 -0.759  -0.088
O 0.130 -0.338 0.419  -0.822
H 1.258 -0.382 -1.983  0.202
H 1.142 1.244 -1.359  0.175
H 0.189 0.777 -2.741  0.193
H -0.980 -0.871 -1.207  0.134
H -1.319 0.722 -0.513  0.204
H 0.289 0.389 1.025  0.417
C 0.739 2.694 0.369  -0.645
C -0.248 2.044 1.465  -0.083
O 0.277 0.800 1.897  -0.606
H 0.908 1.887 -0.343  0.224
H 1.685 3.027 0.797  0.216
H 0.402 3.556 -0.208  0.225
H -1.203 1.779 1.011  0.182
H -0.402 2.668 2.346  0.185
H -0.337 0.415 2.527  0.505
C -3.529 -2.089 -1.193  -0.635
C -2.906 -0.788 -1.706  -0.059
O -2.793 0.173 -0.685  -0.739
H -4.437 -1.829 -0.648  0.197
H -2.886 -2.466 -0.397  0.214
H -3.616 -2.793 -2.019  0.217
H -3.464 -0.422 -2.568  0.158
H -1.901 -1.011 -2.064  0.189
H -3.638 0.403 -0.291  0.477

- multiplicity = 1
- orbital gap (eV) = 8.1


# 5
This record from the OMol25 dataset describes a molecular structure, C5H9P at a distorted geometry. The level of theory is wB97M-V/def2-TZVPD.

Each line ends with the natural charge from an NBO analysis.
Element x y z (Å)
C -0.035 -0.210 0.097  -0.146
C 0.343 0.115 1.294  -0.213
C -0.079 1.405 -1.146  -0.328
C 0.463 -0.900 2.349  -0.640
C -1.173 1.478 -2.126  -0.717
P 1.301 2.359 -0.917  0.338
H -0.185 -0.902 -0.687  0.221
H 0.591 1.108 1.548  0.220
H 0.315 -1.910 1.988  0.212
H 1.467 -0.960 2.720  0.221
H -0.314 -0.733 3.112  0.221
H -1.044 0.764 -2.878  0.228
H -1.157 2.523 -2.495  0.229
H -2.046 1.224 -1.413  0.230
H 1.087 3.217 -1.955  -0.076

- multiplicity = 1
- orbital gap (eV) = 9.5


# 6
This record from the OMol25 dataset describes a molecular structure, C30H34NO8RhS at a distorted geometry. The level of theory is wB97M-V/def2-TZVPD.

Each line ends with the Mulliken spin population.
Element x y z (Å)
C 0.093 -0.676 -4.622  -0.002
C -0.083 -1.513 -3.319  0.006
C -0.459 0.740 -4.328  0.066
C -1.134 0.694 -2.932  -0.047
H -1.183 1.014 -5.101  0.008
H 0.353 1.472 -4.389  -0.007
C -1.131 -0.791 -2.463  0.038
H 0.873 -1.483 -2.769  0.001
H -0.349 -2.549 -3.593  -0.001
C -0.974 -0.967 -0.938  0.040
H -2.100 -1.227 -2.722  0.000
H -2.195 0.972 -3.022  0.011
C -0.515 1.600 -1.896  0.771
C 1.576 -0.634 -4.991  0.000
C -0.543 -1.250 -5.897  -0.013
O -0.923 -0.549 -6.826  0.000
O 2.456 -0.302 -4.201  0.001
O 1.837 -1.027 -6.244  0.000
O -0.639 -2.587 -5.936  0.000
C -1.208 -3.052 -7.168  0.000
H -1.224 -4.136 -7.086  0.000
H -0.586 -2.729 -8.008  0.000
H -2.219 -2.648 -7.281  0.000
C 3.227 -1.016 -6.565  0.000
H 3.672 -0.034 -6.366  0.000
H 3.281 -1.250 -7.626  0.000
H 3.760 -1.775 -5.980  0.000
O -0.407 0.189 -0.351  0.231
H -0.389 -1.876 -0.712  0.005
H -1.974 -1.128 -0.501  0.002
C -1.436 2.511 -1.169  -0.039
C 0.923 1.966 -2.026  -0.032
H 1.063 2.902 -2.602  0.045
H 1.516 1.173 -2.507  -0.009
H 1.354 2.166 -1.031  0.036
H -1.011 2.777 -0.196  0.029
H -2.389 1.993 -0.993  0.007
H -1.640 3.443 -1.719  0.028
Rh 0.729 0.319 1.353  1.981
C -2.466 -0.416 3.348  -0.004
C -2.994 -0.605 2.043  0.019
C -3.115 -2.008 1.828  -0.007
H -3.336 0.190 1.379  0.002
C -2.565 -2.678 2.959  0.007
C -2.161 -1.693 3.905  -0.005
H -1.746 -1.894 4.890  -0.002
H -2.372 0.544 3.840  -0.001
H -3.545 -2.485 0.948  -0.001
H -2.503 -3.748 3.089  0.001
C 2.490 0.382 2.305  0.052
C 1.582 -0.512 2.955  0.210
C 1.189 -1.520 2.014  0.104
H 1.297 -0.493 4.002  0.006
C 1.838 -1.232 0.758  0.264
C 2.668 -0.078 0.953  0.124
H 3.327 0.358 0.208  0.013
H 2.943 1.276 2.736  0.023
H 0.483 -2.318 2.219  0.002
H 1.768 -1.809 -0.160  -0.051
O 0.915 4.996 5.728  0.001
S 1.509 3.759 5.290  -0.002
O 2.945 3.648 5.258  0.002
N 0.835 3.186 3.893  0.016
C 0.048 2.118 4.004  0.060
O -0.528 1.553 3.005  0.022
C -0.004 1.635 5.435  -0.014
C -0.643 0.534 6.024  0.002
C -0.407 0.221 7.366  0.000
C 0.462 1.007 8.140  0.002
C 1.082 2.128 7.566  -0.001
C 0.826 2.409 6.224  0.002
H -1.336 -0.055 5.436  -0.003
H -0.896 -0.643 7.821  0.000
H 0.653 0.745 9.182  0.000
H 1.756 2.769 8.130  0.000

- multiplicity = 5
- <S²> = 6.0156
- orbital gap (alpha / beta) (eV) = 3.5 / 4.1
- charge = -2


# 7
This record from the OMol25 dataset describes 2 unconnected molecules or ions with the total composition C4H14N2S at a distorted geometry. The level of theory is wB97M-V/def2-TZVPD.

Each line ends with the natural charge from an NBO analysis.
Element x y z (Å)
N -2.053 2.290 -0.125  -0.819
C -1.322 1.422 0.807  -0.242
C -1.981 0.057 0.894  -0.226
N -0.920 -1.002 0.933  -0.783
H -1.484 3.146 -0.316  0.359
H -1.942 1.811 -1.031  0.354
H -1.393 1.863 1.812  0.181
H -0.242 1.323 0.602  0.192
H -2.472 -0.104 -0.065  0.206
H -2.627 -0.069 1.752  0.201
H -1.334 -1.966 0.991  0.387
H -0.388 -0.933 1.725  0.374
C 2.922 -1.215 -1.280  -0.611
C 1.836 -0.544 -0.541  -0.529
S 0.380 -0.294 -1.533  -0.293
H 3.402 -0.573 -2.035  0.207
H 2.577 -2.131 -1.823  0.214
H 3.749 -1.565 -0.630  0.200
H 2.108 0.426 -0.092  0.199
H 1.567 -1.201 0.267  0.182
H -0.382 -0.741 -0.313  0.249

- multiplicity = 1
- orbital gap (eV) = 8.5
- structure (SMILES) = NCCN.CCS